Run 1
Here is a 2-piece molecular cluster, C2H7OS overall from OMol25. Energies are from ωB97M-V/def2-TZVPD.

Each line ends with the Mulliken charge.
Cartesian coordinates (Å):
S: -1.433 -1.486 -2.154  -0.837
H: -1.896 -0.267 -2.475  -0.034
C: 1.112 0.216 0.512  -0.059
O: 1.164 -0.613 -0.598  -0.439
C: -0.323 0.519 0.932  -1.082
H: 1.602 -0.287 1.354  0.185
H: 1.635 1.159 0.324  0.214
H: 0.298 -0.932 -0.977  0.166
H: -0.794 -0.362 1.336  0.297
H: -0.449 1.290 1.701  0.343
H: -0.915 0.763 0.045  0.246

Properties
Charge: -1
2S+1: 1
LUMO energy: 4.083 eV

---

Run 2
Here is a 2-piece molecular cluster, C2H7OS overall from OMol25. Energies are from ωB97M-V/def2-TZVPD.

Each line ends with the Mulliken charge.
Cartesian coordinates (Å):
C: -0.050 -0.984 -1.903  -0.665
S: -1.001 0.740 -1.650  -0.406
H: 0.303 -1.199 -0.892  0.250
H: 0.664 -0.859 -2.771  0.203
H: -0.606 -1.893 -2.275  0.258
H: -0.495 0.926 -0.240  0.240
C: 0.291 0.667 1.950  -0.526
O: 0.851 0.213 0.774  -0.797
H: 0.962 1.172 2.692  0.176
H: -0.287 -0.164 2.486  0.156
H: -0.633 1.382 1.828  0.113

Properties
Charge: -1
2S+1: 1
LUMO energy: 3.879 eV

---

Which is most stable, and by how much? run 1, by 218.8 kJ/mol.

---

Run 1
Here is a 2-piece molecular cluster, C2H3N2O2 overall from OMol25. Energies are from ωB97M-V/def2-TZVPD.

Each line ends with the Mulliken charge.
Cartesian coordinates (Å):
C: 1.775 0.429 -1.208  -0.962
C: 1.288 0.364 0.021  0.611
N: 0.938 0.567 1.156  -0.414
N: -2.303 -0.655 0.395  0.074
O: -3.502 -0.993 0.309  -0.519
O: -2.018 -0.042 1.490  -0.529
H: 2.361 -0.389 -1.664  0.166
H: 1.252 0.800 -2.083  0.219
H: 0.209 -0.081 1.582  0.355

Properties
Charge: -1
2S+1: 1
LUMO energy: 3.926 eV

---

Run 2
Here is a 2-piece molecular cluster, C2H3N2O2 overall from OMol25. Energies are from ωB97M-V/def2-TZVPD.

Each line ends with the Mulliken charge.
Cartesian coordinates (Å):
C: -2.506 0.324 -0.120  0.196
C: 1.909 -0.258 -0.162  -0.718
N: -3.477 -0.180 -0.455  -0.460
N: 0.695 -0.066 0.275  0.722
O: 0.258 1.122 0.456  -0.792
O: -0.072 -1.046 0.516  -0.725
H: -1.586 0.779 0.188  0.229
H: 2.248 -1.264 -0.314  0.277
H: 2.531 0.588 -0.384  0.272

Properties
Charge: -1
2S+1: 1
LUMO energy: 4.528 eV

---

Which is most stable, and by how much? run 2, by 44.7 kJ/mol.

---

Run 1
Here is a 3-piece molecular cluster, C2H3N2O2 overall from OMol25. Energies are from ωB97M-V/def2-TZVPD.

Each line ends with the Mulliken charge.
Cartesian coordinates (Å):
C: -0.413 -0.081 1.236  -0.230
C: 0.543 0.688 0.423  -0.062
N: 0.010 -1.327 1.041  -0.341
N: 1.037 -1.390 0.305  -0.188
O: -0.500 -0.098 -1.636  -0.977
O: 1.478 -0.143 0.037  -0.044
H: -1.263 0.372 1.532  0.377
H: -1.174 0.491 -2.663  0.092
H: 0.283 1.489 -0.277  0.374

Properties
Charge: -1
2S+1: 1
LUMO energy (alpha / beta): 4.451 / 4.451 eV

---

Run 2
Here is an isolated ion of composition C2H3N2O2 and charge -1 from OMol25. Energies are from ωB97M-V/def2-TZVPD.

Each line ends with the Mulliken charge.
Cartesian coordinates (Å):
C: 0.816 -0.311 -0.673  0.244
C: -0.680 -0.472 -0.386  -0.021
N: 1.573 -0.430 -1.566  -0.794
N: 0.162 0.749 1.440  -0.113
O: 1.252 0.207 0.866  -0.404
O: -1.031 0.044 0.863  -0.366
H: 0.056 1.715 1.057  0.181
H: -1.230 0.043 -1.187  0.131
H: -0.917 -1.545 -0.414  0.143

Properties
Charge: -1
2S+1: 1
LUMO energy: 4.416 eV

---

Run 3
Here is C2H3N2O2 as an isolated structure from OMol25. Energies are from ωB97M-V/def2-TZVPD.

Each line ends with the Mulliken charge.
Cartesian coordinates (Å):
C: 0.446 0.951 -0.021  -0.130
C: 0.714 -0.585 -0.025  -0.294
N: -0.792 1.094 0.378  -0.336
N: -1.368 -0.011 0.735  -0.077
O: -2.305 0.022 -0.847  -0.678
O: -0.390 -1.076 0.611  -0.237
H: 1.183 1.692 -0.292  0.381
H: 0.857 -1.186 -0.962  0.168
H: 1.654 -0.900 0.423  0.203

Properties
Charge: -1
2S+1: 1
LUMO energy (alpha / beta): 4.267 / 4.267 eV

---

Run 4
Here is a 2-piece molecular cluster, C2H3N2O2 overall from OMol25. Energies are from ωB97M-V/def2-TZVPD.

Each line ends with the Mulliken charge.
Cartesian coordinates (Å):
C: -0.010 0.666 -0.873  -0.522
C: 0.345 0.451 0.589  -0.099
N: 2.704 0.354 0.483  -0.062
N: -0.667 1.243 0.240  0.249
O: -1.204 2.385 0.379  -0.734
O: 3.145 0.501 -0.632  -0.371
H: 0.676 1.028 -1.496  0.239
H: -0.586 -0.017 -1.536  0.145
H: 0.366 -0.511 1.027  0.154

Properties
Charge: -1
2S+1: 1
LUMO energy (alpha / beta): 4.650 / 4.589 eV

---

Which is most stable, and by how much? run 2, by 205.7 kJ/mol.

---

Run 1
Here is a 3-piece molecular cluster, C3H7NOS overall from OMol25. Energies are from ωB97M-V/def2-TZVPD.

Each line ends with the Mulliken charge.
Cartesian coordinates (Å):
C: -0.028 -0.330 -0.006  0.261
C: -1.111 0.829 0.209  -1.272
S: 1.375 -2.024 -2.710  -0.168
C: -0.160 -0.031 1.496  0.010
N: 1.231 -0.060 -0.579  -0.397
O: 0.535 0.869 2.003  -0.544
H: -1.252 1.076 -1.395  0.234
H: -0.537 -0.837 2.154  0.362
H: -0.675 1.817 0.337  0.425
H: -2.160 0.660 0.439  0.378
H: -0.598 -1.196 -0.415  0.262
H: 1.333 -0.482 -1.529  0.183
H: 2.048 -0.290 -0.004  0.267

Properties
2S+1: 1
LUMO energy: -3.729 eV

---

Run 2
Here is one molecule with the formula C3H7NOS from OMol25. Energies are from ωB97M-V/def2-TZVPD.

Each line ends with the Mulliken charge.
Cartesian coordinates (Å):
C: -0.654 0.371 0.509  -0.204
C: -1.625 -0.168 -0.448  -0.309
C: 0.302 -0.764 0.693  -0.531
N: 2.450 0.396 -0.362  -0.527
O: -2.640 -1.068 -0.158  -0.453
S: 1.639 -1.191 -0.258  0.048
H: -0.381 1.387 -0.024  0.207
H: -1.116 0.758 1.517  0.229
H: -1.321 -0.156 -1.527  0.322
H: 0.007 -1.565 1.237  0.385
H: 2.833 0.478 -1.247  0.244
H: 1.848 1.146 -0.150  0.288
H: -3.163 -0.944 0.564  0.300

Properties
2S+1: 1
LUMO energy (alpha / beta): 0.755 / 0.259 eV

---

Run 3
Here is one molecule with the formula C3H7NOS from OMol25. Energies are from ωB97M-V/def2-TZVPD.

Each line ends with the Mulliken charge.
Cartesian coordinates (Å):
N: 0.187 -2.077 -1.331  -0.522
S: 0.023 -1.502 0.277  -0.038
C: -0.275 0.226 -0.032  0.276
O: -1.392 0.564 -0.731  -0.503
C: 0.056 1.167 1.451  -0.731
C: 0.800 1.254 0.151  -0.351
H: 1.087 -2.524 -1.468  0.246
H: -0.550 -2.735 -1.555  0.255
H: -2.158 0.083 -0.392  0.354
H: 0.455 0.600 2.267  0.281
H: -0.723 1.877 1.653  0.266
H: 0.663 2.159 -0.426  0.247
H: 1.826 0.909 0.137  0.219

Properties
2S+1: 1
SMILES string: NSC1(O)CC1
LUMO energy: 0.696 eV

---

Which is most stable, and by how much? run 3, by 255.6 kJ/mol.

---

Run 1
Here is a 2-piece molecular cluster, C3H7NOS overall from OMol25. Energies are from ωB97M-V/def2-TZVPD.

Each line ends with the Mulliken charge.
Cartesian coordinates (Å):
C: -0.131 0.625 -2.310  -0.778
C: -0.301 0.628 -0.955  0.024
C: -0.791 1.749 -0.094  0.273
O: -1.032 2.884 -0.474  -0.476
H: -0.396 1.424 -2.935  0.315
H: 0.259 -0.229 -2.855  0.274
H: 0.057 -0.188 -0.310  0.189
H: -1.097 1.362 0.931  0.203
N: 0.340 -1.929 1.489  -0.510
S: 1.171 -0.955 2.575  -0.132
H: -0.435 -1.383 1.285  0.203
H: 0.107 -2.814 1.873  0.275
H: 2.248 -1.174 1.781  0.141

Properties
2S+1: 1
SMILES string: C=CC=O.NS
LUMO energy: -0.126 eV

---

Run 2
Here is a 2-piece molecular cluster, C3H7NOS overall from OMol25. Energies are from ωB97M-V/def2-TZVPD.

Each line ends with the Mulliken charge.
Cartesian coordinates (Å):
O: 1.888 -1.306 -0.662  -0.416
C: 0.935 -0.668 -0.329  0.332
C: 1.185 0.744 0.481  -0.055
C: 0.813 0.817 -0.930  -0.481
S: -2.028 -0.302 -0.155  -0.534
N: 0.248 1.022 1.464  -0.533
H: 0.020 -1.146 0.124  0.225
H: 2.232 0.929 0.658  0.374
H: -0.204 1.112 -1.033  0.180
H: 1.685 0.974 -1.553  0.332
H: -2.650 -1.461 -0.405  0.110
H: -0.068 1.984 1.409  0.332
H: -0.504 0.387 1.170  0.133

Properties
2S+1: 1
LUMO energy: -3.037 eV

---

Which is most stable, and by how much? run 1, by 313.7 kJ/mol.

---

Run 1
Here is one molecule with the formula C3H7NOS from OMol25. Energies are from ωB97M-V/def2-TZVPD.

Each line ends with the Mulliken charge.
Cartesian coordinates (Å):
C: -1.179 2.082 -0.089  -0.829
S: -0.260 0.721 -0.897  -0.123
C: 0.564 -0.042 0.521  -0.296
C: 0.953 -1.433 0.264  0.309
N: 0.293 -2.163 -0.713  -0.444
O: 1.774 -2.019 0.930  -0.597
H: -1.775 2.587 -0.869  0.314
H: -1.727 1.721 0.730  0.279
H: -0.511 2.909 0.269  0.279
H: 1.447 0.511 0.930  0.351
H: -0.130 -0.079 1.351  0.271
H: -0.348 -1.829 -1.472  0.237
H: 0.899 -2.966 -0.955  0.249

Properties
2S+1: 1
SMILES string: CSCC(N)=O
LUMO energy: 0.766 eV

---

Run 2
Here is a 2-piece molecular cluster, C3H7NOS overall from OMol25. Energies are from ωB97M-V/def2-TZVPD.

Each line ends with the Mulliken charge.
Cartesian coordinates (Å):
O: 0.029 -1.781 -1.461  -0.503
C: -0.952 -1.047 -1.397  0.082
N: -1.021 0.103 -2.070  -0.471
C: 1.569 0.718 -0.095  -0.721
C: 0.427 1.281 0.714  -0.386
S: -0.050 0.288 2.091  0.006
H: -1.880 -1.312 -0.846  0.380
H: -1.889 0.287 -2.570  0.236
H: 2.328 0.370 0.608  0.364
H: 1.255 -0.261 -0.504  0.127
H: 0.674 2.245 1.179  0.357
H: -0.505 1.318 0.098  0.251
H: 1.954 1.339 -0.900  0.278

Properties
2S+1: 1
LUMO energy: -4.573 eV

---

Run 3
Here is a 2-piece molecular cluster, C3H7NOS overall from OMol25. Energies are from ωB97M-V/def2-TZVPD.

Each line ends with the Mulliken charge.
Cartesian coordinates (Å):
C: -0.155 0.671 -0.483  0.437
C: 2.009 -0.120 0.384  -1.045
C: 0.894 -0.419 -0.572  -0.131
N: -0.773 1.598 -0.160  -0.632
O: -1.869 -1.015 -0.266  -0.523
S: -2.998 -0.123 0.000  0.066
H: 1.695 0.033 1.440  0.305
H: 2.452 0.734 -0.056  0.318
H: 2.713 -0.986 0.521  0.306
H: 0.362 -1.395 -0.283  0.233
H: 1.132 -0.496 -1.666  0.260
H: -2.877 0.285 1.456  0.153
H: -2.586 1.233 -0.316  0.251

Properties
2S+1: 1
LUMO energy: 0.741 eV

---

Which is most stable, and by how much? run 1, by 270.7 kJ/mol.